# 1
C33H98N16O13 | ωB97M-V with the def2-TZVPD basis set

Positions of all 160 atoms, in Å:
1 O 4.641 -2.359 -0.951
2 O -5.960 -0.742 3.089
3 O -4.433 6.075 -2.093
4 O -3.739 2.836 3.296
5 O -0.746 -2.644 2.982
6 O 0.556 3.624 -4.516
7 O 0.702 1.109 -0.248
8 O 3.334 6.048 2.411
9 O -0.641 -4.744 -1.210
10 O -3.244 2.014 -4.244
11 O 0.633 0.765 3.754
12 O 1.911 -2.395 2.061
13 O 0.967 -0.569 -4.480
14 N -2.208 -3.102 4.632
15 N -2.347 2.984 -1.687
16 N -0.496 -8.156 -2.578
17 N 2.388 1.751 4.702
18 N 0.560 4.161 -2.378
19 N 0.873 2.120 -3.017
20 N -0.172 -0.572 0.947
21 N 4.294 -2.212 -3.761
22 N -2.989 -1.606 0.994
23 N 6.606 -4.601 -0.537
24 N -2.093 1.750 4.447
25 N -1.214 -1.269 4.762
26 N -1.372 0.470 -0.498
27 N 2.398 1.466 2.603
28 N -1.751 2.015 2.495
29 N 2.178 3.919 0.783
30 C 3.404 -1.250 -4.295
31 C -3.923 -0.713 1.635
32 C 0.715 3.316 -3.392
33 C 4.138 -1.178 -0.338
34 C 0.224 -3.575 -1.024
35 C 1.757 1.204 3.713
36 C 3.694 -2.205 3.829
37 C 3.613 -1.253 -5.814
38 C 2.254 -2.552 3.434
39 C -2.662 2.239 3.385
40 C -2.472 4.761 -0.143
41 C 4.305 7.051 2.553
42 C -4.109 0.957 -4.499
43 C 1.946 -1.470 -3.872
44 C 1.506 5.106 1.218
45 C -0.046 -5.738 -2.040
46 C 0.824 4.727 2.614
47 C 2.459 6.319 1.305
48 C -0.087 -7.577 -0.282
49 C -0.207 0.380 0.047
50 C -1.353 -2.367 4.038
51 C -4.586 0.529 -3.110
52 C -4.879 6.902 -3.133
53 C 5.272 -4.701 -0.833
54 C -5.574 0.043 4.236
55 C 4.392 -3.535 -0.270
56 C 4.864 -6.129 -0.480
57 C -0.343 -0.735 -3.948
58 C -4.424 0.025 0.504
59 C -0.643 -7.127 -1.590
60 C -4.959 -1.514 2.450
61 C -3.169 4.104 -1.311
62 C -3.568 5.082 -2.483
63 H -4.900 -0.506 -0.321
64 H 3.176 2.360 4.529
65 H -4.713 0.679 4.032
66 H 1.043 -5.708 -2.065
67 H -1.035 -1.043 1.177
68 H 3.329 -2.181 -6.311
69 H -4.017 4.522 -3.303
70 H 3.710 -0.288 -3.883
71 H -0.561 -8.501 0.050
72 H -1.485 3.332 -2.081
73 H 6.654 -4.697 0.467
74 H 1.848 7.165 1.622
75 H 4.674 -1.056 -5.970
76 H -5.464 -0.110 -3.207
77 H -2.135 -0.143 -0.248
78 H 1.896 -3.499 3.838
79 H 1.975 1.057 1.783
80 H -6.429 0.663 4.507
81 H 0.411 5.153 -2.494
82 H 5.473 -6.891 -0.966
83 H -5.414 7.772 -2.753
84 H -4.883 1.361 -2.472
85 H 0.957 -2.460 1.985
86 H 3.841 -6.361 -0.775
87 H 1.977 1.829 5.621
88 H 1.002 1.741 -2.090
89 H 1.558 -1.924 3.991
90 H -2.621 5.467 -2.862
91 H -1.010 0.064 -4.272
92 H 1.551 3.132 0.862
93 H 3.870 -1.196 3.458
94 H 2.939 6.563 0.358
95 H 6.895 -3.651 -0.724
96 H 3.049 -0.442 -6.274
97 H -2.665 -2.231 1.718
98 H 2.001 -1.554 -2.787
99 H 1.601 -2.405 -4.316
100 H 4.774 7.209 1.582
101 H 3.239 2.017 2.699
102 H -0.800 -1.676 -4.254
103 H 1.458 4.476 3.464
104 H 0.211 5.575 2.917
105 H -3.457 -2.300 0.429
106 H 0.576 3.760 -1.452
107 H 3.352 -3.741 -0.526
108 H -0.335 -2.824 -0.466
109 H -1.457 -1.266 5.743
110 H -2.690 2.258 -4.989
111 H -1.705 -6.907 -1.485
112 H 3.050 -1.140 -0.301
113 H 3.673 -2.351 4.909
114 H -2.538 1.887 5.343
115 H 0.987 -7.762 -0.299
116 H -2.118 2.078 1.556
117 H -0.519 -0.691 -2.873
118 H -3.665 0.735 0.176
119 H 5.211 -1.828 -3.937
120 H -0.272 -6.792 0.451
121 H -2.730 2.591 -2.535
122 H 4.445 -3.409 0.811
123 H -5.582 6.253 -3.655
124 H -2.605 -3.842 4.071
125 H -1.236 1.222 4.364
126 H -0.594 -0.558 4.402
127 H 3.046 3.829 1.292
128 H 1.027 -3.813 -0.327
129 H -3.559 0.207 -5.068
130 H 4.966 6.649 3.321
131 H 4.963 -6.336 0.585
132 H -1.411 4.977 -0.267
133 H -3.059 5.584 0.265
134 H -0.818 -9.026 -2.180
135 H 0.699 5.241 0.497
136 H -5.214 0.699 0.836
137 H 0.119 3.907 2.478
138 H -0.233 -5.549 -3.097
139 H -5.355 -0.610 5.080
140 H 4.422 -0.258 -0.849
141 H -4.145 3.730 -1.005
142 H 0.749 1.486 -3.794
143 H -4.150 7.280 -3.849
144 H 5.019 -4.644 -1.892
145 H -5.503 -2.222 1.824
146 H -0.819 1.640 2.597
147 H 0.601 -3.167 -1.962
148 H -4.983 1.176 -5.113
149 H -2.704 -2.743 5.435
150 H -2.467 4.068 0.698
151 H 3.906 8.009 2.887
152 H 4.511 -2.780 3.395
153 H -3.846 -0.131 -2.657
154 H -3.452 -0.052 2.363
155 H 0.693 -0.963 1.291
156 H -1.609 1.308 -1.010
157 H -4.505 -2.141 3.217
158 H 4.303 -2.280 -2.753
159 H 4.545 -1.012 0.659
160 H 0.491 -8.310 -2.726

Computed properties:
Energy relative to the best compared isomer or geometry (same formula, charge and spin) ... 78.3 kcal/mol
Gap between HOMO and LUMO ... 8.70 eV
HOMO energy ... -8.712 eV
M ... 927.25 g mol⁻¹

Atom charges from the Löwdin analysis, given in e for atoms 1 to 2: number 1, O, carries -0.2256; number 2, O, carries -0.1842

# 2
C3H7NO2S | ωB97M-V with the def2-TZVPD basis set

Positions of all 14 atoms, in Å:
1 S -2.061 -0.700 -0.193
2 O 0.240 1.910 -0.398
3 O 0.330 -0.816 -0.112
4 N -0.574 1.175 0.549
5 C -0.670 -0.096 0.217
6 C 2.567 -0.500 -0.404
7 C 1.628 -0.623 0.559
8 H 1.436 0.043 1.494
9 H 0.730 2.624 0.007
10 H 3.699 0.344 -0.083
11 H 3.166 -1.585 -0.671
12 H -1.494 1.519 0.452
13 H 1.983 0.175 -1.308
14 H 1.756 -1.582 1.200

Computed properties:
Energy relative to the best compared isomer or geometry (same formula, charge and spin) ... 153.9 kcal/mol
Gap between HOMO and LUMO ... 8.85 eV
HOMO energy ... -8.501 eV
M ... 121.16 g mol⁻¹

Atom charges from the Löwdin analysis, given in e for atoms 1 to 2: number 1, S, carries 0.8022; number 2, O, carries -0.0155

# 3
C30H15Cl2F21N2O3Zr | ωB97M-V with the def2-TZVPD basis set

Positions of all 74 atoms, in Å:
1 Zr 0.396 1.127 -0.262
2 Cl 2.004 3.206 -1.188
3 Cl -3.020 4.799 -0.002
4 F 2.411 -0.351 -3.003
5 F -2.311 2.297 2.527
6 F 4.573 -1.501 1.949
7 F 4.313 0.991 2.810
8 F -2.649 0.743 1.067
9 F 2.968 -2.078 0.633
10 F 1.427 -2.041 -3.933
11 F -1.264 0.677 4.956
12 F 2.521 -0.963 2.414
13 F 2.838 2.203 1.813
14 F 4.521 -1.013 -1.166
15 F 0.782 0.279 4.381
16 F -0.035 -0.701 -5.448
17 F -3.074 0.360 3.140
18 F -0.086 2.211 4.018
19 F 0.870 1.102 -4.707
20 F 1.431 -1.847 -1.789
21 F 5.905 0.004 0.142
22 F 4.696 1.132 -1.261
23 F -1.275 0.871 -4.630
24 F 4.875 2.205 1.128
25 O 0.035 0.813 -2.238
26 O 2.401 0.463 -0.063
27 O 0.211 0.965 1.752
28 N -0.660 -0.841 -0.138
29 N -0.731 2.773 -0.301
30 C -0.004 -0.315 -2.993
31 C -0.106 0.223 -4.464
32 C 3.396 -1.096 1.421
33 C -3.150 -2.512 -3.168
34 C 3.525 0.239 0.613
35 C 0.364 6.840 -0.728
36 C -1.333 5.159 -0.331
37 C -0.431 4.040 -0.454
38 C -0.346 0.905 3.992
39 C -0.954 6.479 -0.439
40 C 1.340 -1.143 -2.918
41 C -0.748 0.439 2.546
42 C 1.283 5.815 -0.939
43 C -1.176 -1.193 -2.557
44 C -2.206 0.988 2.293
45 C -0.485 -2.993 0.940
46 C 0.875 4.509 -0.821
47 C -3.443 -2.628 -1.816
48 C -2.623 -2.065 -0.859
49 C -1.448 -1.359 -1.174
50 C 4.683 0.089 -0.427
51 C -0.521 -3.837 2.034
52 C -0.766 -1.082 2.355
53 C -2.021 -1.779 -3.500
54 C -0.717 -3.332 3.312
55 C 3.887 1.427 1.610
56 C -0.652 -1.607 1.046
57 C -0.821 -1.954 3.439
58 C -0.777 -4.229 4.523
59 C -4.046 -3.095 -4.232
60 H -1.710 7.244 -0.302
61 H -3.479 -3.355 -5.128
62 H 2.312 6.031 -1.202
63 H -4.828 -2.392 -4.536
64 H -2.893 -2.157 0.185
65 H -0.327 -3.402 -0.050
66 H 0.106 -4.112 5.158
67 H -0.943 -1.546 4.433
68 H -1.651 -4.005 5.140
69 H -1.793 -1.665 -4.549
70 H 0.659 7.878 -0.795
71 H -0.835 -5.278 4.229
72 H -4.338 -3.157 -1.500
73 H -4.543 -4.001 -3.876
74 H -0.386 -4.905 1.890

Computed properties:
Energy relative to the best compared isomer or geometry (same formula, charge and spin) ... 4.8 kcal/mol
Net charge ... -2
Gap between HOMO and LUMO ... 5.89 eV
HOMO energy ... -1.424 eV
M ... 1012.55 g mol⁻¹

Atom charges from the Löwdin analysis, given in e for atoms 1 to 2: number 1, Zr, carries 1.6719; number 2, Cl, carries 0.7559

# 4
C2H5NOS | ωB97M-V with the def2-TZVPD basis set

Positions of all 10 atoms, in Å:
1 S -1.945 0.674 -1.436
2 O -1.885 0.615 -2.906
3 N -0.206 -0.342 0.775
4 C -0.609 -0.205 -0.970
5 C 1.176 -0.099 1.171
6 H -0.116 -0.867 -1.554
7 H -0.750 0.351 1.218
8 H 1.498 0.789 0.729
9 H 0.976 -0.101 2.241
10 H 1.860 -0.815 0.731

Computed properties:
Energy relative to the best compared isomer or geometry (same formula, charge and spin) ... 101.5 kcal/mol
Gap between HOMO and LUMO ... 8.40 eV
HOMO energy ... -8.843 eV
M ... 91.13 g mol⁻¹

Atom charges from the Löwdin analysis, given in e for atoms 1 to 2: number 1, S, carries 0.8810; number 2, O, carries -0.6089

# 5
Cu2F | ωB97M-V with the def2-TZVPD basis set

Positions of all 3 atoms, in Å:
1 Cu 1.623 -1.295 -0.661
2 Cu -1.702 1.203 0.926
3 F 0.079 0.092 -0.266

Computed properties:
Energy relative to the best compared isomer or geometry (same formula, charge and spin) ... 0.0 kcal/mol
Net charge ... +3
Gap between HOMO and LUMO (alpha / beta) ... 11.39 / 6.54 eV
⟨S²⟩ ... 2.006
2S+1 ... 3
HOMO energy (alpha / beta) ... -29.782 / -29.036 eV
M ... 146.09 g mol⁻¹

Atom charges from the Löwdin analysis, given in e for atoms 1 to 2: number 1, Cu, carries 1.6324; number 2, Cu, carries 1.6972

# 6
C23H32N4O4S | ωB97M-V with the def2-TZVPD basis set

Positions of all 64 atoms, in Å:
1 S -0.166 -1.641 2.715
2 O -1.286 1.478 0.325
3 O -2.672 4.174 1.555
4 O 1.811 4.603 0.824
5 O 1.207 -1.819 -0.409
6 N 0.773 0.949 1.121
7 N 0.617 3.658 2.546
8 N -0.507 4.547 0.882
9 N -0.582 -0.680 -1.171
10 C -2.020 -1.701 -2.849
11 C 2.813 0.373 -0.221
12 C -1.027 1.779 2.637
13 C 0.633 -0.765 -0.616
14 C 3.035 1.194 -2.596
15 C 1.412 -0.941 2.542
16 C 1.531 1.424 -2.622
17 C -2.891 -2.912 -3.171
18 C -1.489 4.046 1.688
19 C 1.867 -3.178 2.905
20 C 3.350 0.070 -1.621
21 C -1.390 -1.847 -1.464
22 C -0.749 3.287 2.801
23 C 1.558 0.525 2.274
24 C 1.023 1.746 -1.219
25 C -0.513 1.344 1.263
26 C -3.351 -3.234 -0.731
27 C 1.292 0.592 -0.237
28 C 0.780 4.294 1.358
29 C 0.514 -3.200 2.949
30 C 2.382 -1.884 2.670
31 C -2.480 -2.026 -0.404
32 C -3.977 -3.084 -2.114
33 H -0.034 1.995 -1.271
34 H 1.287 2.254 -3.287
35 H -2.015 -2.149 0.576
36 H 2.908 -0.862 -1.976
37 H -2.267 -3.808 -3.199
38 H -0.682 5.046 0.023
39 H 1.243 1.091 3.152
40 H -1.087 3.624 3.787
41 H 1.403 3.319 3.072
42 H 3.054 -0.482 0.408
43 H -4.633 -2.211 -2.122
44 H 3.304 1.273 0.156
45 H 3.434 -1.668 2.599
46 H -1.078 0.200 -1.109
47 H -3.345 -2.788 -4.156
48 H -2.111 1.653 2.604
49 H -4.133 -3.338 0.024
50 H 1.550 2.626 -0.841
51 H 3.538 2.110 -2.278
52 H 1.030 0.530 -2.998
53 H -0.140 -4.036 3.101
54 H -0.646 1.205 3.478
55 H -4.585 -3.962 -2.344
56 H -0.715 -2.709 -1.446
57 H 4.429 -0.079 -1.552
58 H -3.094 -1.122 -0.372
59 H -2.631 -0.795 -2.866
60 H 2.609 0.759 2.108
61 H 3.399 0.938 -3.593
62 H 2.483 -4.052 3.022
63 H -1.234 -1.593 -3.599
64 H -2.738 -4.138 -0.706

Computed properties:
Energy relative to the best compared isomer or geometry (same formula, charge and spin) ... 4.7 kcal/mol
SMILES string ... O=C1NC(=O)[C@@H](CC(=O)N(Cc2cccs2)C2(C(=O)NC3CCCCC3)CCCCC2)N1
Gap between HOMO and LUMO ... 9.17 eV
HOMO energy ... -8.836 eV
M ... 460.60 g mol⁻¹

Atom charges from the Löwdin analysis, given in e for atoms 1 to 2: number 1, S, carries 1.0561; number 2, O, carries 0.0416

F_max list, top to bottom, in eV/Å: 7.3 10.4 0.9 8.1 1.7 0.6